Molecular formula: C35H35BF4MnN5OP2S2
Method: DFT, the ωB97M-V functional and the def2-TZVPD basis

Its total energy is -4758.341684 Eh. Its expectation value of S² is 8.84. For the largest force on an atom, the calculation gives 3.589 eV Å⁻¹. Its HOMO-LUMO gap (alpha / beta) is 5.4566 / 6.8697 eV. The energy relative to the best compared isomer or geometry (same formula, charge and spin) is 381.6 kJ/mol. The LUMO energy (alpha / beta) is 0.088 / 0.088 Ha. Its spin multiplicity is 6. As for the total charge: -1.

Last column: Löwdin charge in e.
Geometry (Å):
1 Mn -0.788 2.435 0.128  0.682
2 C 3.666 5.692 1.562  -0.083
3 C 4.010 4.347 2.251  -0.284
4 N 3.824 3.168 1.432  -0.040
5 C 2.501 2.732 1.246  -0.645
6 S 2.218 1.733 -0.171  0.830
7 N 1.583 3.191 1.995  0.035
8 N 0.261 2.704 1.796  -0.101
9 C -0.422 2.570 2.951  -0.303
10 C 0.214 2.916 4.242  -0.051
11 C -1.805 2.369 2.776  -0.250
12 C -2.672 2.372 3.926  -0.046
13 C -4.008 2.361 3.699  -0.126
14 C -4.506 2.495 2.380  -0.094
15 C -3.586 2.417 1.327  -0.109
16 N -2.242 2.325 1.490  -0.027
17 H 3.660 6.444 2.414  0.082
18 H 2.700 5.650 1.068  0.059
19 H 4.420 6.013 0.845  0.059
20 H 3.412 4.222 3.098  0.064
21 H 5.040 4.288 2.736  0.121
22 H 4.218 3.249 0.479  0.099
23 H 0.069 3.931 4.550  0.082
24 H 1.204 2.492 4.366  0.072
25 H -0.291 2.417 5.091  0.065
26 H -2.277 2.301 4.929  0.091
27 H -4.748 2.271 4.597  0.126
28 H -5.568 2.557 2.134  0.090
29 H -4.015 2.696 0.380  0.102
30 F -2.648 3.286 -3.556  0.166
31 B -2.437 2.569 -2.420  -1.282
32 F -2.120 3.393 -1.240  0.013
33 F -1.311 1.755 -2.573  0.097
34 F -3.578 1.842 -2.139  0.135
35 C 0.182 -0.691 -1.452  -0.519
36 P -0.919 -0.369 0.027  1.082
37 C -2.557 -1.203 -0.374  -0.319
38 C -2.977 -1.290 -1.682  -0.113
39 C -4.076 -2.058 -2.018  -0.067
40 C -4.868 -2.613 -1.008  -0.110
41 C -4.458 -2.514 0.274  -0.121
42 C -3.317 -1.815 0.648  -0.093
43 C -0.153 -1.447 1.314  -0.362
44 C 0.839 -0.905 2.098  -0.109
45 C 1.603 -1.704 2.989  -0.041
46 C 1.433 -3.096 2.940  -0.100
47 C 0.345 -3.608 2.297  -0.128
48 C -0.478 -2.830 1.508  -0.086
49 P 1.726 -1.725 -1.262  1.038
50 C 2.290 -1.396 -2.975  -0.353
51 C 2.749 -0.132 -3.387  -0.099
52 C 3.231 0.185 -4.664  -0.067
53 C 3.368 -0.860 -5.578  -0.101
54 C 2.919 -2.124 -5.234  -0.102
55 C 2.421 -2.400 -3.974  -0.088
56 C 0.965 -3.388 -1.401  -0.372
57 C 1.466 -4.464 -0.602  -0.111
58 C 0.772 -5.627 -0.473  -0.121
59 C -0.334 -5.811 -1.241  -0.121
60 C -0.892 -4.843 -2.034  -0.076
61 C -0.173 -3.665 -2.179  -0.089
62 H 0.496 0.396 -1.726  0.013
63 H -0.401 -0.917 -2.319  0.014
64 H -2.434 -0.786 -2.479  0.104
65 H -4.271 -2.225 -3.041  0.090
66 H -5.584 -3.434 -1.160  0.106
67 H -5.015 -3.061 1.065  0.113
68 H -2.962 -1.835 1.644  0.088
69 H 0.982 0.090 2.073  0.026
70 H 2.278 -1.235 3.673  0.093
71 H 2.035 -3.732 3.584  0.099
72 H 0.221 -4.688 2.325  0.103
73 H -1.306 -3.309 0.986  0.102
74 H 2.614 0.701 -2.760  0.037
75 H 3.602 1.202 -4.871  0.113
76 H 3.743 -0.612 -6.545  0.086
77 H 3.059 -2.958 -5.879  0.088
78 H 2.099 -3.375 -3.798  0.069
79 H 2.418 -4.365 -0.117  0.097
80 H 1.125 -6.454 0.128  0.107
81 H -0.885 -6.731 -1.260  0.095
82 H -1.863 -5.081 -2.457  0.107
83 H -0.650 -2.882 -2.751  0.093
84 O 2.932 4.225 -1.582  -0.639
85 S 1.627 3.679 -2.074  0.757
86 N 1.052 2.579 -1.009  -0.841